Model w:
C2H3NOS2 | ωB97M-V with the def2-TZVPD basis set

Last column: natural (NBO) charge in e.
Atoms and positions in Å:
S1 1.97025 -0.88815 -0.09773  0.236
S2 1.98623 1.26207 -0.26781  0.391
O1 0.48360 1.33761 0.47976  -0.662
N1 0.41321 -1.60368 0.01156  -0.518
C1 -0.59215 -0.90201 0.15312  0.075
C2 -0.60159 0.68990 0.01370  -0.111
H1 -1.54158 -1.45982 0.23885  0.188
H2 -1.42344 0.90914 0.61545  0.208
H3 -0.69454 0.65495 -1.14692  0.193

Output
* total charge: 0
* E_LUMO: -0.4 eV
* SMILES string: C1=NSSOC1

Model x:
C2H3NOS2 | ωB97M-V with the def2-TZVPD basis set

Last column: natural (NBO) charge in e.
Atoms and positions in Å:
S1 -1.35601 -0.53875 -0.68725  0.156
S2 -0.61987 1.47844 1.48882  0.079
O1 1.27347 -1.56311 -1.35976  -0.560
N1 1.99003 -0.57322 -0.65534  -0.105
C1 1.26829 0.12028 0.20843  -0.029
C2 -0.27951 0.37763 0.36855  -0.385
H1 1.94350 0.66254 0.90865  0.226
H2 -2.46560 -0.12191 -0.14022  0.127
H3 2.08559 -2.04576 -1.58997  0.490

Output
* total charge: 0
* E_LUMO: -1.0 eV
* SMILES string: O/N=C\C(=S)S

Model y:
C2H3NOS2 | ωB97M-V with the def2-TZVPD basis set

Last column: natural (NBO) charge in e.
Atoms and positions in Å:
S1 -2.19292 1.23604 0.35407  0.325
S2 3.79766 0.39569 0.09000  0.075
O1 -1.17413 0.34866 -0.67120  -0.643
N1 2.30185 0.12188 0.09269  -0.408
C1 1.13175 0.15632 0.20735  0.275
C2 -0.19818 -0.48329 -0.05496  -0.154
H1 -0.57881 -1.16036 0.79571  0.229
H2 -3.18529 0.59241 0.06465  0.067
H3 0.09807 -1.20735 -0.87831  0.234

Output
* total charge: 0
* E_LUMO: -0.2 eV
* SMILES string: [S-][N+]#CCOS

Most stable structure: model w

Model w:
C2H3NOS2 | ωB97M-V with the def2-TZVPD basis set

Last column: natural (NBO) charge in e.
Atoms and positions in Å:
S1 2.71640 0.48778 0.29617  0.041
S2 -0.38857 1.92850 0.03953  0.181
O1 -2.05335 -0.28663 0.54448  -0.577
N1 0.11348 0.19123 -0.11320  -0.555
C1 -0.96939 -0.75271 -0.02730  0.507
C2 1.42299 -0.33489 -0.06554  -0.137
H1 1.39855 -1.34141 -0.26795  0.187
H2 -0.48966 -1.72648 -0.48314  0.173
H3 -1.75045 1.83462 0.07697  0.180

Output
* total charge: 0
* E_LUMO: -0.4 eV
* SMILES string: O=CN(S)C=S

Model x:
C2H3NOS2 | ωB97M-V with the def2-TZVPD basis set

Last column: natural (NBO) charge in e.
Atoms and positions in Å:
S1 -1.08349 -0.39055 -0.32610  0.194
S2 1.69661 -0.63255 0.58655  0.170
O1 -0.89122 1.10691 -2.49821  -0.507
N1 0.61847 -0.19961 1.83710  -0.480
C1 -0.77793 1.14563 -1.27044  0.275
C2 -0.56723 0.02907 1.30823  -0.153
H1 2.87467 -0.38554 1.31528  0.127
H2 -0.42198 2.00944 -0.64017  0.161
H3 -1.39117 0.23948 2.05684  0.213

Output
* total charge: 0
* E_LUMO: -0.2 eV
* SMILES string: O=CS/C=N\S

Model y:
C2H3NOS2 | ωB97M-V with the def2-TZVPD basis set

Last column: natural (NBO) charge in e.
Atoms and positions in Å:
S1 1.00459 -0.45702 0.79023  0.560
S2 -0.43656 -3.05760 1.60648  0.030
O1 -0.16404 2.03827 -1.85289  -0.552
N1 0.45974 0.95086 0.03733  -0.831
C1 0.20023 1.02961 -1.32796  0.539
C2 -0.37704 -1.46154 1.11752  -0.506
H1 0.18524 -0.04403 -1.84076  0.121
H2 -1.28773 -0.90266 0.93172  0.207
H3 0.41556 1.90411 0.53833  0.432

Output
* total charge: 0
* E_LUMO: -0.8 eV
* SMILES string: O=CNSC=S

Most stable structure: model y